[1]
{"formula": "C4H11N3O", "method": "wB97M-V/def2-TZVPD", "homo_lumo_gap_ev": [2.771, 8.924], "relative_energy_kj_mol": 77.5, "e_homo_ev": [1.109, -5.164], "multiplicity": 2, "charge": -1, "symbols": ["C", "N", "C", "N", "O", "C", "N", "C", "H", "H", "H", "H", "H", "H", "H", "H", "H", "H", "H"], "coordinates": [[-0.5772, -0.5239, 0.9112], [0.1419, -1.0875, -0.2359], [-0.4346, -0.9782, -1.5176], [-1.4208, 0.0854, -1.7260], [-0.2864, -1.6873, -2.4730], [0.4908, -0.0536, 1.9095], [1.3359, 1.0950, 1.3748], [0.7433, 2.4488, 1.2901], [-1.1192, -1.3472, 1.5248], [-1.2125, 0.3198, 0.4751], [0.9533, -1.6087, -0.0859], [-1.8062, 0.0219, -2.6086], [-1.2646, 0.9303, -1.1971], [-0.2872, 0.2902, 2.7538], [1.3077, -0.7281, 2.1241], [2.2262, 0.9455, 1.7858], [0.3548, 2.5604, 0.2489], [-0.0739, 2.7003, 2.1083], [1.4807, 3.4050, 1.2060]], "mulliken_charge": [-0.762, 0.390, -0.426, -0.345, -0.448, -2.735, 0.380, -2.899, 0.453, 0.387, 0.314, 0.285, 0.305, 0.661, 1.107, 0.412, 0.446, 0.379, 1.096]}

***

[2]
{"formula": "C15H33NO5PS2", "method": "wB97M-V/def2-TZVPD", "homo_lumo_gap_ev": 8.416, "e_homo_ev": -10.658, "charge": 1, "symbols": ["C", "C", "C", "O", "C", "O", "C", "S", "P", "O", "C", "O", "C", "S", "H", "H", "H", "H", "H", "H", "H", "H", "H", "H", "H", "H", "H", "C", "C", "N", "C", "C", "C", "C", "C", "O", "C", "H", "H", "H", "H", "H", "H", "H", "H", "H", "H", "H", "H", "H", "H", "H", "H", "H", "H", "H", "H"], "coordinates": [[-1.2282, -3.2192, -1.0891], [-2.2723, -2.1039, -1.0407], [-3.6687, -2.5720, -1.4034], [-3.6716, -2.8904, -2.7890], [-4.8719, -2.9064, -3.4548], [-4.9554, -2.4135, -4.5345], [-5.9945, -3.6802, -2.7863], [-7.6461, -3.0882, -3.2630], [-8.2286, -1.8219, -1.6742], [-1.8647, -1.0367, -1.9158], [-1.8864, 0.2239, -1.4094], [-1.0030, 0.6488, -0.7320], [-3.1161, 0.9881, -1.8344], [-3.0895, 2.7459, -1.3963], [-0.6047, -3.2045, -0.1978], [-0.5886, -3.0780, -1.9575], [-1.6953, -4.1982, -1.1857], [-2.3281, -1.7183, -0.0166], [-3.9029, -3.4522, -0.7949], [-4.4189, -1.8073, -1.1797], [-5.9336, -3.6803, -1.7010], [-5.8982, -4.7196, -3.1094], [-6.9567, -1.6725, -1.0757], [-8.6790, -2.7958, -0.7523], [-3.9701, 0.5084, -1.3557], [-3.2463, 0.8664, -2.9091], [-4.1935, 2.7387, -0.6444], [2.4296, 1.6699, -0.6315], [2.6188, 2.3146, 0.7235], [2.5683, 1.3554, 1.8961], [1.2189, 0.6943, 1.8963], [2.6306, 2.1392, 3.1919], [3.9065, 2.9044, 3.5007], [3.5819, 0.2333, 1.8317], [5.0536, 0.5559, 1.6538], [5.2772, 1.2060, 0.4287], [6.4641, 1.9917, 0.3824], [1.4277, 1.2602, -0.7577], [2.5503, 2.4435, -1.3892], [3.1681, 0.8994, -0.8384], [1.8187, 3.0315, 0.9141], [3.5646, 2.8419, 0.7751], [0.4517, 1.4641, 1.8927], [1.1379, 0.0819, 2.7913], [1.1154, 0.0721, 1.0138], [2.4197, 1.4234, 3.9858], [1.7906, 2.8300, 3.1331], [4.6664, 2.2729, 3.9534], [3.6611, 3.6706, 4.2352], [4.3310, 3.4093, 2.6353], [3.2626, -0.4032, 1.0087], [3.4560, -0.3247, 2.7606], [5.5587, -0.4190, 1.6583], [5.4600, 1.1272, 2.4881], [7.2056, 1.6427, 1.1031], [6.2349, 3.0423, 0.5833], [6.8825, 1.9080, -0.6178]], "mulliken_charge": [-1.491, 0.694, -0.572, -0.299, 0.526, -0.508, -0.532, -0.059, -0.001, -0.366, 0.381, -0.528, -0.324, -0.189, 0.355, 0.335, 0.387, 0.369, 0.388, 0.119, 0.332, 0.293, -0.011, 0.063, 0.068, 0.396, 0.143, -1.148, -0.420, 0.185, -1.394, -0.340, -1.243, -0.719, -0.436, -0.263, -0.804, 0.157, 0.471, 0.290, 0.605, 0.300, 0.416, 0.391, 0.644, 0.392, 0.480, 0.349, 0.427, 0.259, 0.451, 0.364, 0.371, 0.335, 0.361, 0.274, 0.277]}

***

[3]
{"formula": "C4H4O", "method": "wB97M-V/def2-TZVPD", "homo_lumo_gap_ev": 9.522, "relative_energy_kj_mol": 275.6, "e_homo_ev": -9.934, "smiles": "C#CC(C)=O", "charge": 0, "symbols": ["C", "C", "C", "C", "H", "H", "H", "H", "O"], "coordinates": [[0.0448, 1.6100, -0.5773], [-0.2645, 0.3816, 0.1696], [0.6939, -0.6568, 0.2152], [1.0498, -1.8662, -0.0202], [0.4331, 2.5580, 0.0239], [-0.7863, 2.1782, -1.1460], [0.9484, 1.3536, -1.1037], [1.7918, -2.7118, 0.0282], [-1.4415, -0.0237, 0.4343]], "mulliken_charge": [-0.997, 0.751, -0.259, -0.218, 0.267, 0.304, 0.326, 0.325, -0.498]}

***

| no. | E (eV) | strongest force on any atom (Eh/bohr) |
| --- | --- | --- |
| 1 | -10841.56774 | 0.0951 |
| 2 | -58769.52975 | 0.0149 |
| 3 | -6256.52268 | 0.1424 |